#a
# C5H9NO

An isolated ion of composition C5H9NO and charge -1 (wB97M-V/def2-TZVPD, OMol25).

2S+1 ... 2
⟨S²⟩ ... 0.7538
E_HOMO (spin up / spin down) ... 0.54 / -2.98 eV
Orbital gap (spin up / spin down) ... 3.3 / 6.8 eV
Charge ... -1

```
16
Properties=species:S:1:pos:R:3:mulliken_spin:R:1
O 2.36453 1.67187 -1.31548 0.27
C 1.23952 1.12459 -1.60548 0.55
C 0.83179 -0.28891 -1.27703 0.09
C 1.04480 -0.75947 0.18617 0.10
C -0.12825 -0.62204 1.10706 -0.08
C -1.12126 0.24035 0.88211 0.15
N -2.33124 0.27237 1.59675 0.01
H 0.45289 1.67054 -2.14662 -0.02
H 1.24976 -1.05573 -1.97113 -0.04
H -0.25485 -0.29127 -1.43849 0.04
H 1.86973 -0.11142 0.54424 0.02
H 1.55965 -1.72657 0.16756 0.00
H -0.08173 -1.11070 2.07870 0.01
H -0.99376 0.93584 0.06190 -0.08
H -3.12367 0.66565 1.12095 0.00
H -2.57790 -0.61508 2.00878 0.00
```

***

#b
# C5H9NO

An isolated ion of composition C5H9NO and charge -1 (wB97M-V/def2-TZVPD, OMol25).

2S+1 ... 2
⟨S²⟩ ... 0.7526
E_HOMO (spin up / spin down) ... 0.74 / -4.03 eV
Orbital gap (spin up / spin down) ... 3.3 / 7.9 eV
Charge ... -1

```
16
Properties=species:S:1:pos:R:3:mulliken_spin:R:1
O -3.43038 0.80375 0.11789 -0.04
C -2.40537 0.63366 0.75875 0.10
N -1.34875 -0.09059 0.37042 -0.29
C -0.07252 -0.13345 1.04066 0.26
C 1.05655 0.56296 0.25791 0.95
C 1.16642 0.11639 -1.15582 0.34
C 1.46116 -1.18814 -1.52571 0.41
H -2.21206 1.12679 1.72678 0.04
H -1.31743 -0.39584 -0.59594 0.11
H -0.17495 0.32355 2.02159 -0.10
H 0.18750 -1.17356 1.22652 -0.16
H 1.98774 0.33014 0.82870 -0.48
H 0.83123 1.64166 0.26192 -0.02
H 1.24720 0.89586 -1.89736 -0.12
H 1.31602 -2.04536 -0.87826 0.00
H 1.70763 -1.40781 -2.55806 -0.01
```

***

Q: What are the energies relative to the best structure? A: #a 0.0235; #b 0.0000, in hartree.

***

#a
# C2H4N6

One molecule with the formula C2H4N6 (wB97M-V/def2-TZVPD, OMol25).

2S+1 ... 1
E_HOMO ... -9.59 eV
Orbital gap ... 9.0 eV
Charge ... 0
Structure (SMILES) ... [H]/N=c1\ncnnn1N

```
12
Properties=species:S:1:pos:R:3:nbo_charge:R:1
H 0.87770 -0.86379 2.40280 0.38
N 0.11208 -0.42403 1.82158 -0.70
C 0.21188 -0.51867 0.57188 0.50
N 1.28537 -0.98609 -0.01088 -0.48
C 1.45659 -0.61565 -1.19770 0.28
N 0.72291 0.31415 -1.96533 -0.33
N -0.37522 0.81604 -1.45908 0.12
N -0.76039 0.32780 -0.27382 -0.10
N -1.90689 1.00481 0.26276 -0.60
H 2.31802 -0.96267 -1.81544 0.19
H -1.42943 1.55726 1.03668 0.37
H -2.51262 0.35086 0.62655 0.37
```

***

#b
# C2H4N6

One molecule with the formula C2H4N6 (wB97M-V/def2-TZVPD, OMol25).

2S+1 ... 1
E_HOMO ... -8.94 eV
Orbital gap ... 9.0 eV
Charge ... 0
Structure (SMILES) ... C=N/N=c1/nn[nH][nH]1

```
12
Properties=species:S:1:pos:R:3:nbo_charge:R:1
C -1.02660 -0.73335 2.97862 -0.09
N -0.95998 -0.57992 1.70656 -0.30
N 0.23564 -0.04427 1.22554 -0.35
C 0.21051 0.04049 -0.05108 0.46
N 1.41488 0.53536 -0.62698 -0.18
N 1.22960 0.76764 -1.82820 0.04
N -0.02515 0.37420 -2.24313 -0.29
N -0.67452 -0.18905 -1.13623 -0.47
H -0.16909 -0.54320 3.60936 0.18
H -2.00334 -1.13295 3.25791 0.19
H 0.19213 -0.25776 -2.98964 0.38
H -1.66643 0.04339 -1.12579 0.42
```

***

#c
# C2H4N6

One molecule with the formula C2H4N6 (wB97M-V/def2-TZVPD, OMol25).

2S+1 ... 1
E_HOMO ... -8.77 eV
Orbital gap ... 9.2 eV
Charge ... 0
Structure (SMILES) ... N/N=C/n1ncnn1

```
12
Properties=species:S:1:pos:R:3:nbo_charge:R:1
N 2.75425 -0.25749 0.23845 -0.60
N 1.52109 -0.60355 0.04275 -0.18
C 0.64270 0.30394 -0.20184 0.13
N -0.64035 0.00084 -0.14062 -0.04
N -1.60993 0.84971 -0.02546 -0.27
C -2.67072 0.19286 0.17908 0.11
N -2.42405 -1.11285 0.02536 -0.26
N -1.13156 -1.19775 -0.13353 -0.02
H 3.37648 -0.93694 -0.30077 0.39
H 3.00798 0.78077 0.26690 0.35
H 0.80146 1.42910 -0.57176 0.19
H -3.62734 0.55137 0.62144 0.22
```

***

Q: What are the energies relative to the best structure? A: #a 0.0000; #b 0.0098; #c 0.0049, in hartree.

***

#a
# C4H14NO3

A 3-piece molecular cluster, C4H14NO3 overall (wB97M-V/def2-TZVPD, OMol25).

2S+1 ... 1
E_HOMO ... -3.60 eV
Orbital gap ... 7.5 eV
Charge ... -1

```
22
Properties=species:S:1:pos:R:3:nbo_charge:R:1
C 1.24356 -0.44443 -2.31986 -0.43
N 1.36069 -0.15072 -0.87802 -0.46
C 0.80895 -1.21372 -0.06539 -0.44
C 0.57446 1.14075 -0.61632 -0.28
C 0.67018 1.81783 0.77703 -0.08
O -0.32112 1.46071 1.68358 -0.94
H 0.19784 -0.29395 -2.66094 0.17
H 1.18523 -1.47363 -2.56043 0.19
H 1.97686 0.15573 -2.94500 0.19
H 1.40826 -2.15883 -0.07290 0.17
H -0.21562 -1.49982 -0.16034 0.20
H 0.91638 -0.87902 1.04608 0.22
H 0.87967 1.83036 -1.41040 0.18
H -0.53224 0.80806 -0.45413 0.20
H 0.72699 2.90309 0.85198 0.14
H 1.58005 1.38928 1.19918 0.12
H -3.11586 -1.28420 0.82287 0.48
H -2.84424 0.16201 0.75372 0.49
O -3.20453 -0.54896 0.22634 -0.97
H -0.75752 0.13783 1.86350 0.51
H -1.15319 -1.08393 2.89408 0.44
O -1.38480 -0.77444 2.02536 -1.10
```

***

#b
# C4H14NO3

A 3-piece molecular cluster, C4H14NO3 overall (wB97M-V/def2-TZVPD, OMol25).

2S+1 ... 1
E_HOMO ... -3.56 eV
Orbital gap ... 7.2 eV
Charge ... -1

```
22
Properties=species:S:1:pos:R:3:nbo_charge:R:1
C 1.06479 -0.39939 -1.45729 -0.62
C -0.42210 -0.54428 -1.13141 -0.05
C -0.67069 -1.91463 -0.52820 -0.63
N -0.81617 0.56216 -0.23335 -0.73
C 0.00446 0.84215 1.05303 0.11
O -0.59486 0.29814 2.13590 -0.93
H 1.71373 -0.86147 -0.70498 0.20
H 1.40662 -0.93981 -2.34715 0.19
H 1.35186 0.64711 -1.55067 0.21
H -0.97259 -0.38142 -2.06347 0.17
H -0.29004 -2.15102 0.46462 0.24
H -1.74678 -2.13642 -0.48197 0.19
H -0.27241 -2.72733 -1.15241 0.18
H -1.73337 0.36621 0.15720 0.37
H 1.02214 0.44309 0.95644 0.10
H -0.03546 1.95446 1.05243 0.10
H -1.67329 3.01821 -1.49240 0.46
H -0.35225 2.62990 -1.00501 0.49
O -0.89424 3.42806 -1.10256 -0.96
H 2.09338 -0.90348 3.01532 0.43
H 0.54567 -0.40135 2.91237 0.51
O 1.27156 -0.82888 3.50358 -1.04
```

***

Q: What are the energies relative to the best structure? A: #a 0.0543; #b 0.0000, in hartree.